# 1
{
  "formula": "CHF3N3P3",
  "method": "ωB97M-V/def2-TZVPD",
  "species": ["C", "N", "N", "N", "F", "F", "F", "P", "P", "P", "H"],
  "coordinates": [[-0.948808, -0.197100, -1.170376], [2.098294, 0.112927, -0.394075], [0.548605, 2.019024, 0.475916], [0.230326, -0.481308, 1.376303], [-0.468348, -1.481278, -0.790850], [-1.740137, 0.190563, -0.142394], [-1.854241, -0.489937, -2.157674], [1.505249, -1.116023, 0.439387], [-0.133508, 1.216745, 1.702089], [1.219460, 1.426481, -0.901381], [-0.456891, -1.200094, 1.563056]],
  "atomic_forces_ev_per_a": [[0.560, 0.647, -0.978], [-0.354, -1.200, 0.306], [-1.285, -0.633, 2.384], [0.482, 1.247, 0.433], [-0.472, -0.236, -0.581], [-0.754, -0.034, 0.387], [0.917, 0.275, 0.339], [0.475, 1.761, -0.340], [1.461, -0.558, -2.354], [-0.860, -1.442, -0.194], [-0.171, 0.173, 0.597]],
  "e_tot_ev": -41540.8378,
  "gap_ev": [7.4, 7.4],
  "mol_weight_g_mol": 205.0
}



# 2
{
  "formula": "C33H60BaCl3Ge3N2O2Si3",
  "method": "ωB97M-V/def2-TZVPD",
  "species": ["Ba", "O", "C", "C", "C", "C", "C", "C", "C", "N", "C", "C", "N", "C", "C", "C", "C", "C", "C", "C", "O", "H", "H", "H", "H", "H", "H", "H", "H", "H", "H", "H", "H", "H", "H", "Cl", "Ge", "Cl", "Cl", "C", "C", "C", "C", "Ge", "C", "C", "C", "C", "H", "H", "H", "H", "H", "H", "H", "H", "H", "H", "H", "H", "H", "H", "H", "H", "H", "H", "H", "C", "Si", "C", "C", "Ge", "Si", "C", "C", "C", "Si", "C", "C", "C", "H", "H", "H", "H", "H", "H", "H", "H", "H", "H", "H", "H", "H", "H", "H", "H", "H", "H", "H", "H", "H", "H", "H", "H", "H", "H", "H"],
  "coordinates": [[-0.595442, -0.132970, 0.263404], [-0.067058, -2.229885, -0.024212], [-0.853274, -3.244936, -0.414066], [-0.360437, -4.548623, -0.501867], [-1.151314, -5.554455, -1.019646], [-2.447091, -5.300293, -1.472785], [-2.956253, -4.023314, -1.370940], [-2.195610, -3.002053, -0.788202], [-2.792648, -1.657004, -0.657452], [-2.799803, -0.901357, 0.394163], [-2.406288, -1.476778, 1.735510], [-2.000375, -0.381974, 2.781185], [-0.549597, -0.029444, 2.733481], [0.132606, -0.187123, 3.791285], [1.572437, 0.030203, 3.924771], [2.066118, 0.068211, 5.232656], [3.410267, 0.228282, 5.504137], [4.290375, 0.332514, 4.435716], [3.831526, 0.287403, 3.130286], [2.476691, 0.137322, 2.845795], [2.043588, 0.107333, 1.571485], [0.660472, -4.735445, -0.197315], [-0.749221, -6.556799, -1.097939], [-3.042168, -6.093502, -1.902652], [-3.961743, -3.807725, -1.713641], [-3.231993, -1.206849, -1.550414], [-1.616615, -2.234909, 1.681910], [-3.303890, -1.975119, 2.098693], [-2.255692, -0.742353, 3.779809], [-2.597099, 0.515530, 2.583276], [-0.366856, -0.503171, 4.715436], [1.360127, -0.027946, 6.049542], [3.768196, 0.259878, 6.523039], [5.352530, 0.444100, 4.612907], [4.545346, 0.382120, 2.319519], [0.367608, -1.968001, -3.553009], [0.060026, 0.022176, -2.611596], [-1.473291, 0.877516, -4.060360], [1.937774, 1.102093, -3.430194], [7.816731, -2.723333, 1.350126], [6.516707, -2.749150, 0.562377], [5.552151, -1.657657, 1.010947], [4.206535, -1.721427, 0.280885], [3.115306, -0.145487, 0.068311], [3.851748, 1.576493, -0.427406], [5.298980, 1.915917, -0.064933], [6.286156, 1.251910, -1.020026], [7.736106, 1.472730, -0.618537], [8.521379, -3.475638, 0.996606], [7.639722, -2.912339, 2.411146], [8.307611, -1.750521, 1.266431], [6.029830, -3.723427, 0.666137], [6.724914, -2.624576, -0.505161], [6.040268, -0.689436, 0.863351], [5.385890, -1.752978, 2.088123], [3.554740, -2.476240, 0.729993], [4.353103, -2.046198, -0.757458], [1.932369, -0.472943, -0.854987], [3.140294, 2.306205, -0.023571], [3.726748, 1.613426, -1.510837], [5.532671, 1.640448, 0.968743], [5.447644, 2.999870, -0.115038], [6.106429, 1.640686, -2.026495], [6.082053, 0.176720, -1.077756], [7.966832, 2.538117, -0.553151], [8.425610, 1.027967, -1.335430], [7.945622, 1.031396, 0.359276], [0.290871, 4.292793, -3.818490], [1.170922, 4.771801, -2.269227], [0.683668, 6.526766, -1.796046], [3.012944, 4.597514, -2.324781], [0.206932, 3.784160, -0.294312], [-2.214265, 3.921364, -0.298090], [-2.910360, 3.649963, -1.991254], [-2.979936, 2.756667, 0.933666], [-2.451436, 5.685381, 0.281486], [1.051427, 4.274524, 1.921661], [-0.110617, 3.602796, 3.208231], [2.803938, 3.775538, 2.249547], [0.934835, 6.140939, 1.880137], [0.833544, 4.748647, -4.653394], [-0.730691, 4.675063, -3.826478], [0.261126, 3.217971, -3.993316], [1.222150, 7.171255, -2.500604], [0.953601, 6.855885, -0.794735], [-0.383501, 6.703339, -1.938643], [3.393603, 5.328624, -3.044674], [3.303036, 3.601899, -2.661133], [3.485577, 4.795113, -1.360496], [-2.421451, 2.848538, -2.548914], [-2.848796, 4.556893, -2.596575], [-3.967530, 3.386736, -1.887406], [-3.161911, 1.764864, 0.512560], [-3.951532, 3.172199, 1.219287], [-2.386618, 2.651624, 1.842369], [-1.830087, 6.431801, -0.212470], [-2.307918, 5.782095, 1.359023], [-3.495893, 5.925186, 0.053753], [-0.336634, 2.546278, 3.061849], [-1.050773, 4.157867, 3.227380], [0.365668, 3.707407, 4.187836], [2.963163, 2.699543, 2.232284], [3.042710, 4.131223, 3.257849], [3.504766, 4.237990, 1.551574], [-0.035822, 6.548116, 1.599720], [1.694732, 6.585214, 1.237222], [1.142280, 6.458841, 2.908720]],
  "atomic_forces_ev_per_a": [[3.230, 3.785, 0.286], [-0.298, -2.439, -0.274], [0.370, 0.639, 0.165], [-0.102, -0.115, -0.122], [0.020, -0.037, -0.001], [-0.016, 0.031, 0.009], [0.055, -0.035, 0.044], [-0.232, 0.066, -0.121], [-0.240, -0.476, 0.708], [-2.207, -1.499, 0.272], [-0.246, 0.091, 0.036], [0.188, -0.164, -0.114], [-0.887, -0.156, 1.209], [0.044, 0.010, 0.167], [-0.126, -0.071, -0.109], [0.073, 0.027, 0.032], [-0.046, -0.005, -0.033], [0.062, 0.003, -0.031], [0.089, 0.076, 0.108], [0.000, 0.078, -0.071], [-0.296, 0.115, 0.197], [0.008, 0.017, -0.002], [0.004, 0.004, -0.006], [0.001, -0.001, 0.004], [0.004, 0.005, -0.015], [-0.039, -0.022, 0.005], [-0.121, 0.037, -0.048], [-0.017, 0.051, 0.038], [-0.070, -0.066, -0.038], [0.091, -0.058, 0.057], [0.052, -0.033, 0.020], [0.008, -0.026, 0.002], [0.001, -0.003, 0.001], [-0.001, 0.016, 0.023], [-0.096, -0.018, 0.040], [-0.040, 0.320, 0.180], [0.564, 0.208, -2.557], [0.143, -0.093, 0.184], [-0.263, -0.086, 0.104], [0.093, 0.004, 0.065], [-0.049, -0.042, -0.058], [-0.009, 0.021, 0.087], [0.114, -0.249, -0.024], [-0.095, -0.214, -0.099], [0.032, 0.226, 0.063], [-0.017, -0.024, -0.002], [0.002, -0.048, -0.018], [0.047, 0.033, 0.035], [-0.028, -0.012, -0.021], [-0.020, 0.008, -0.007], [-0.014, 0.002, -0.014], [0.016, 0.000, 0.006], [-0.009, 0.003, 0.005], [0.001, 0.004, 0.014], [0.006, 0.003, -0.037], [0.013, -0.018, -0.047], [0.043, 0.002, 0.035], [0.129, 0.005, 0.014], [0.053, 0.037, -0.010], [-0.018, 0.007, -0.036], [0.026, 0.000, -0.017], [-0.032, 0.003, -0.019], [0.024, 0.003, 0.000], [-0.023, 0.022, -0.014], [-0.002, -0.006, -0.004], [-0.017, -0.008, -0.013], [-0.014, 0.002, 0.001], [-0.048, -0.029, -0.127], [0.071, -0.178, 0.013], [-0.054, 0.111, -0.025], [0.124, -0.008, -0.008], [-0.070, 0.494, -0.144], [0.080, -0.220, -0.164], [-0.061, 0.059, -0.145], [-0.037, -0.077, 0.105], [-0.015, 0.072, 0.108], [0.010, -0.162, -0.064], [-0.057, -0.068, 0.086], [0.133, 0.043, 0.034], [0.079, 0.111, 0.037], [-0.060, -0.006, -0.014], [0.010, 0.013, -0.021], [0.039, 0.022, 0.023], [-0.061, 0.017, 0.020], [0.063, -0.020, 0.020], [0.018, 0.002, -0.053], [0.048, -0.041, 0.014], [-0.021, 0.017, -0.015], [-0.012, 0.020, -0.001], [-0.020, -0.031, 0.056], [-0.017, -0.004, 0.009], [0.006, 0.038, -0.052], [-0.036, -0.005, -0.010], [-0.008, -0.081, 0.007], [-0.016, 0.044, 0.035], [-0.012, -0.030, -0.057], [-0.039, -0.005, 0.002], [0.031, 0.055, 0.057], [0.048, -0.042, 0.019], [0.009, -0.002, 0.005], [-0.055, 0.005, 0.004], [-0.038, -0.047, 0.039], [0.077, -0.024, -0.041], [-0.013, 0.008, 0.010], [-0.031, -0.047, 0.014], [0.042, -0.002, 0.042], [-0.019, 0.063, -0.052]],
  "e_tot_ev": -273711.3498,
  "gap_ev": 4.9,
  "mol_weight_g_mol": 1062.6,
  "total_charge": 1
}



# 3
{
  "formula": "C7H11BrNO3P",
  "method": "ωB97M-V/def2-TZVPD",
  "species": ["C", "C", "O", "P", "O", "O", "C", "C", "C", "Br", "C", "C", "N", "H", "H", "H", "H", "H", "H", "H", "H", "H", "H", "H"],
  "coordinates": [[0.737099, 2.604465, -0.218156], [0.127952, 2.121029, 1.090231], [-1.133482, 1.653237, 0.890695], [-1.494262, 0.111565, 0.862281], [-1.244494, -0.638251, 2.156948], [-0.646278, -0.403880, -0.422867], [-0.263245, -1.782104, -0.326684], [-1.467508, -2.635575, 0.004439], [-3.200539, 0.301354, 0.152697], [-4.358545, -1.084470, 0.349304], [-3.657016, 1.391579, -0.392623], [-4.857250, 1.606802, -1.079922], [-5.936504, 1.647259, -1.424095], [1.088667, 1.676025, -0.756718], [-0.078771, 2.972013, -0.920662], [1.679806, 3.222820, 0.003345], [0.168408, 2.740348, 1.969444], [0.721118, 1.227769, 1.410303], [0.326050, -2.084613, -1.254794], [0.466154, -1.894263, 0.498295], [-1.921263, -2.392380, 1.027465], [-2.380099, -2.657786, -0.634777], [-1.256884, -3.716536, -0.224265], [-2.925008, 2.144489, -0.467551]],
  "atomic_forces_ev_per_a": [[0.697, -0.583, -0.711], [3.257, -1.543, 0.451], [-3.185, -0.612, -0.487], [0.692, -0.138, 1.283], [-0.861, 1.622, -2.741], [-0.382, 0.379, 0.935], [0.846, -1.103, -0.359], [-1.563, -1.986, -0.247], [0.733, -1.199, 1.488], [-1.158, -1.464, 0.361], [1.496, 1.478, -1.090], [0.519, -0.724, 1.258], [-1.929, 0.394, -1.133], [-0.192, 0.950, 0.516], [1.305, 0.470, 1.057], [-1.737, -0.424, -0.753], [-0.241, 0.909, -0.061], [0.124, 0.692, -0.032], [-1.233, 0.601, 0.906], [-0.372, 0.144, -0.269], [1.255, -1.020, -1.260], [0.896, 1.229, -0.333], [0.456, 0.687, 1.285], [0.577, 1.239, -0.063]],
  "smiles": "CCOP(=O)(OCC)/C(Br)=C/C#N",
  "e_tot_ev": -94400.7059,
  "gap_ev": 9.8,
  "mol_weight_g_mol": 268.0
}



# 4
{
  "formula": "H3N2O2S",
  "method": "ωB97M-V/def2-TZVPD",
  "species": ["N", "N", "O", "O", "S", "H", "H", "H"],
  "coordinates": [[-1.668537, 0.030063, 0.234999], [-0.613078, -0.030537, -0.440236], [1.853024, -0.667653, -0.436732], [0.829715, 1.449848, 0.064759], [0.936545, -0.237357, 0.549339], [0.832597, 1.286502, -0.883918], [-2.394003, 0.318264, -0.394728], [0.223735, -2.149130, 1.306520]],
  "atomic_forces_ev_per_a": [[2.643, -0.358, -0.315], [-2.396, -1.245, 1.607], [2.382, -1.523, -2.091], [1.075, 0.890, 0.535], [-3.312, 0.704, 2.108], [0.119, 0.608, -0.483], [-0.802, 0.179, -0.802], [0.290, 0.743, -0.558]],
  "e_tot_ev": -17955.0584,
  "gap_ev": 6.6,
  "mol_weight_g_mol": 95.1,
  "total_charge": -1
}



# 5
{
  "formula": "C4H10O2",
  "method": "ωB97M-V/def2-TZVPD",
  "species": ["H", "H", "C", "C", "O", "C", "H", "H", "H", "H", "H", "H", "C", "O", "H", "H"],
  "coordinates": [[-0.528666, -1.884264, -0.643854], [0.213045, -1.938719, -0.671837], [0.359558, 0.685614, 1.489412], [-0.670436, 0.455962, 0.677142], [-0.902676, 1.193009, -0.432822], [-1.964132, 0.740630, -1.255630], [1.052182, 1.498856, 1.297279], [0.504848, 0.079045, 2.375805], [-1.390377, -0.338921, 0.874132], [-2.883014, 0.586417, -0.675005], [-2.139704, 1.522340, -1.996741], [-1.698667, -0.192453, -1.767427], [2.507655, -0.594212, 0.181999], [2.310835, -1.731385, -0.167369], [2.332787, 0.279844, -0.476492], [2.896762, -0.361764, 1.191407]],
  "atomic_forces_ev_per_a": [[0.014, -0.122, -0.075], [-0.138, -0.068, -0.061], [-0.214, 0.112, -0.027], [0.111, -0.033, 0.334], [0.114, 0.040, 0.110], [-0.208, -0.067, -0.181], [-0.098, -0.066, 0.015], [-0.121, 0.089, -0.140], [0.112, 0.118, -0.036], [0.152, 0.041, -0.055], [0.025, -0.130, 0.104], [-0.028, 0.155, 0.082], [0.067, -0.297, -0.036], [0.200, 0.477, 0.063], [0.009, -0.229, 0.001], [0.004, -0.020, -0.100]],
  "smiles": "[H][H].C=COC.C=O",
  "e_tot_ev": -8402.0203,
  "gap_ev": 10.0,
  "mol_weight_g_mol": 90.1
}



Please write out number 5 again, unchanged.
{
  "formula": "C4H10O2",
  "method": "ωB97M-V/def2-TZVPD",
  "species": ["H", "H", "C", "C", "O", "C", "H", "H", "H", "H", "H", "H", "C", "O", "H", "H"],
  "coordinates": [[-0.528666, -1.884264, -0.643854], [0.213045, -1.938719, -0.671837], [0.359558, 0.685614, 1.489412], [-0.670436, 0.455962, 0.677142], [-0.902676, 1.193009, -0.432822], [-1.964132, 0.740630, -1.255630], [1.052182, 1.498856, 1.297279], [0.504848, 0.079045, 2.375805], [-1.390377, -0.338921, 0.874132], [-2.883014, 0.586417, -0.675005], [-2.139704, 1.522340, -1.996741], [-1.698667, -0.192453, -1.767427], [2.507655, -0.594212, 0.181999], [2.310835, -1.731385, -0.167369], [2.332787, 0.279844, -0.476492], [2.896762, -0.361764, 1.191407]],
  "atomic_forces_ev_per_a": [[0.014, -0.122, -0.075], [-0.138, -0.068, -0.061], [-0.214, 0.112, -0.027], [0.111, -0.033, 0.334], [0.114, 0.040, 0.110], [-0.208, -0.067, -0.181], [-0.098, -0.066, 0.015], [-0.121, 0.089, -0.140], [0.112, 0.118, -0.036], [0.152, 0.041, -0.055], [0.025, -0.130, 0.104], [-0.028, 0.155, 0.082], [0.067, -0.297, -0.036], [0.200, 0.477, 0.063], [0.009, -0.229, 0.001], [0.004, -0.020, -0.100]],
  "smiles": "[H][H].C=COC.C=O",
  "e_tot_ev": -8402.0203,
  "gap_ev": 10.0,
  "mol_weight_g_mol": 90.1
}